Computed, not measured: a cluster of 11 separate species, C25H54N10O24 in total, with the ωB97M-V functional and the def2-TZVPD basis.

```
! wB97M-V def2-TZVPD RIJCOSX def2/J DEFGRID3
* xyz 0 1
C 2.7245 1.8816 1.4015
C 2.5139 0.3797 1.6262
C 3.7569 -0.2659 2.2337
C 3.7927 -1.7969 2.2775
C 2.5001 -2.4152 2.8154
C 1.4177 -2.6438 1.7483
C 0.0358 -2.2137 2.2236
C -1.0882 -2.6553 1.2789
C -2.3679 -1.9848 1.6450
C -2.7145 -0.6972 1.5761
C -1.9466 0.4422 1.0003
C -1.6383 1.6174 1.9351
C -0.9554 1.2178 3.2213
O -0.6935 2.4708 1.2604
C -4.1034 -0.5791 2.0889
O -4.7601 0.4009 2.2584
O -4.5900 -1.8429 2.3361
C -3.5391 -2.7355 2.1602
O -3.6428 -3.8846 2.4453
H 1.7700 2.3780 1.2242
H 3.3209 2.0192 0.4999
H 3.2379 2.3344 2.2485
H 1.6533 0.2662 2.2891
H 2.2707 -0.0697 0.6616
H 4.6154 0.0857 1.6495
H 3.8902 0.1321 3.2447
H 4.0408 -2.2169 1.2989
H 4.6092 -2.0794 2.9448
H 2.7392 -3.3843 3.2610
H 2.1168 -1.7937 3.6294
H 1.6429 -2.0478 0.8633
H 1.3982 -3.6917 1.4395
H 0.0479 -1.1282 2.3190
H -0.1773 -2.6125 3.2194
H -1.2357 -3.7278 1.4188
H -0.8442 -2.4602 0.2368
H -2.5472 0.8209 0.1647
H -1.0101 0.0678 0.5873
H -2.5392 2.2089 2.1105
H -1.5164 0.4724 3.7815
H 0.0490 0.8689 2.9961
H -0.8463 2.1086 3.8381
H -1.0944 2.7806 0.4431
C -1.5362 -3.4549 -3.4564
N -0.9497 -2.4385 -2.5413
O -1.6372 -1.4825 -2.2356
O 0.1817 -2.6322 -2.1563
H -2.5410 -3.1439 -3.7157
H -0.8990 -3.5058 -4.3343
H -1.5320 -4.4042 -2.9283
C -1.1922 1.8328 -4.2185
N -0.0204 0.9819 -4.5700
O -0.1627 0.1371 -5.4355
O 1.0017 1.1660 -3.9472
H -2.0267 1.5554 -4.8466
H -1.4036 1.6507 -3.1704
H -0.9015 2.8666 -4.3706
C 1.9837 1.7347 7.2932
N 1.0473 1.2142 6.2587
O -0.0963 0.9759 6.5890
O 1.5019 1.0710 5.1453
H 1.4452 1.8158 8.2296
H 2.8080 1.0318 7.3619
H 2.3407 2.7000 6.9462
C 5.1625 2.7201 -2.3116
N 6.1435 2.3347 -1.2579
O 5.7158 2.1157 -0.1438
O 7.3072 2.2603 -1.5902
H 4.1744 2.7399 -1.8674
H 5.4569 3.6969 -2.6826
H 5.2296 1.9785 -3.1014
C -4.8102 4.8182 -2.5003
N -3.6307 3.9965 -2.8843
O -3.7650 3.1871 -3.7822
O -2.5983 4.1766 -2.2720
H -5.6478 4.5371 -3.1318
H -5.0089 4.6139 -1.4518
H -4.5314 5.8594 -2.6319
C 5.2086 3.7890 4.3916
N 4.0414 3.5584 5.2885
O 4.2350 3.5476 6.4874
O 2.9715 3.3883 4.7482
H 6.0905 3.9194 5.0069
H 5.2934 2.9210 3.7436
H 4.9922 4.6760 3.8046
C -5.5146 -5.6063 -4.1800
N -4.5202 -4.7677 -4.9040
O -3.7098 -5.3229 -5.6117
O -4.5819 -3.5657 -4.7278
H -5.3312 -6.6431 -4.4332
H -5.3805 -5.4210 -3.1185
H -6.5006 -5.2829 -4.4986
C -1.7539 -1.2788 -7.7926
N -1.8331 -2.1886 -8.9690
O -0.8264 -2.7764 -9.3023
O -2.9115 -2.2798 -9.5189
H -0.7431 -1.2933 -7.4069
H -2.0334 -0.2867 -8.1331
H -2.4664 -1.6420 -7.0575
C -8.1719 1.5762 -3.2975
N -7.9859 3.0317 -3.0513
O -8.4391 3.5066 -2.0349
O -7.3695 3.6549 -3.8959
H -8.7269 1.1608 -2.4654
H -8.7121 1.4752 -4.2338
H -7.1825 1.1369 -3.3826
C 8.4167 -2.4908 3.9191
N 7.2538 -2.6183 4.8409
O 7.4521 -2.4941 6.0297
O 6.1768 -2.8351 4.3252
H 9.3017 -2.2974 4.5129
H 8.4963 -3.4242 3.3708
H 8.2002 -1.6717 3.2400
*
```

Calculated values
- Molar mass: 878.753 g mol⁻¹
- SMILES string: CCCCCCCCC1=C(C[C@@H](C)O)C(=O)OC1=O.C[N+](=O)[O-].C[N+](=O)[O-].C[N+](=O)[O-].C[N+](=O)[O-].C[N+](=O)[O-].C[N+](=O)[O-].C[N+](=O)[O-].C[N+](=O)[O-].C[N+](=O)[O-].C[N+](=O)[O-]
- HOMO-LUMO gap: 9.468 eV
- HOMO level: -0.3612 hartree
- E_tot: -90814.521 eV

Mulliken atomic charge list, values in e, 2 entries:
1. C -0.85
2. C 1.83

---

Computed, not measured: a structure of composition CH3IN2, with the ωB97M-V functional and the def2-TZVPD basis.

```
! wB97M-V def2-TZVPD RIJCOSX def2/J DEFGRID3
* xyz 0 1
C -0.1021 -0.9742 -0.0256
N 0.3331 1.4374 -0.1374
N 1.0563 0.5056 0.0399
I -2.0751 -0.1806 0.0024
H -0.0331 -1.6567 -0.9641
H 0.2038 -1.5008 0.9209
H 0.6171 2.3693 0.1641
*
```

Calculated values
- Molar mass: 169.953 g mol⁻¹
- HOMO-LUMO gap: 9.415 eV
- ΔE to the lowest compared entry with this formula, charge and spin: 1.375 eV
- HOMO level: -0.3285 hartree
- E_tot: -12163.299 eV

natural (NBO) atomic charge list, values in e, 2 entries:
1. C -0.50
2. N -0.36

---

Computed, not measured: an isolated molecule of C20H42O6P2, with the ωB97M-V functional and the def2-TZVPD basis.

```
! wB97M-V def2-TZVPD RIJCOSX def2/J DEFGRID3
* xyz 0 1
C 0.4337 -5.3671 0.9017
C 0.6398 -4.7876 -0.4875
O -0.5820 -4.2789 -0.9997
C -0.4666 -3.0009 -1.6015
C -1.8302 -2.5908 -2.1471
C -2.6113 -1.6076 -1.2476
C -3.1544 -0.4016 -2.0181
C -3.6906 0.7088 -1.1146
P -2.4216 1.6472 -0.1567
C -2.7897 0.7346 1.4927
C -2.0439 1.3873 2.6849
C -1.2535 0.3697 3.4527
O -1.7370 -0.4891 4.1197
O 0.1140 0.4271 3.2522
C -0.6142 1.2499 -0.1052
C 0.0136 0.7379 -1.4009
C 1.4792 0.3007 -1.2006
C 1.9391 -0.5042 -2.4325
C 2.3596 1.5433 -1.0260
C 3.7269 1.2625 -0.3418
C 3.8108 1.9193 1.0030
C 3.5985 1.3459 2.1881
C 3.6384 2.1654 3.4533
C 3.3488 -0.1351 2.3420
P -2.1320 3.0435 -2.0010
O -2.2325 2.4144 -3.3302
O -0.7456 3.8863 -1.8681
O -3.2750 4.1907 -1.8379
H 1.3799 -5.3769 1.4446
H -0.2751 -4.7574 1.4604
H 0.0583 -6.3890 0.8678
H 1.3973 -3.9981 -0.4480
H 1.0054 -5.5572 -1.1748
H -0.1110 -2.2891 -0.8421
H 0.2949 -3.0274 -2.3913
H -2.4004 -3.5147 -2.2437
H -1.7090 -2.1557 -3.1410
H -1.9194 -1.2427 -0.4838
H -3.4351 -2.1244 -0.7555
H -3.9913 -0.7330 -2.6402
H -2.4044 -0.0250 -2.7112
H -4.2200 1.4312 -1.7399
H -4.4096 0.2938 -0.4083
H -2.8697 2.8266 0.5294
H -3.8612 0.7915 1.6937
H -2.5337 -0.3234 1.4254
H -2.7510 1.8307 3.3843
H -1.3726 2.1764 2.3387
H 0.5330 0.8532 4.0104
H -0.4415 0.5170 0.6845
H -0.1133 2.1649 0.2216
H -0.5455 -0.1164 -1.7779
H 0.0257 1.5039 -2.1753
H 1.5534 -0.3303 -0.3107
H 2.5748 -1.3492 -2.1656
H 1.0888 -0.8981 -2.9926
H 2.5013 0.1249 -3.1237
H 1.8404 2.3013 -0.4357
H 2.5213 1.9961 -2.0064
H 4.5126 1.6776 -0.9752
H 3.8825 0.1864 -0.2543
H 4.0479 2.9810 1.0082
H 3.3998 3.2085 3.2436
H 2.9010 1.8031 4.1727
H 4.6177 2.1337 3.9364
H 2.5554 -0.4744 1.6751
H 3.0337 -0.3834 3.3547
H 4.2550 -0.7038 2.1272
H -0.6916 4.3721 -1.0364
H -3.4473 4.4244 -0.9183
*
```

Calculated values
- Molar mass: 440.498 g mol⁻¹
- SMILES string: CCOCCCCC[PH](CCC(=O)O)(CC[C@@H](C)CCC=C(C)C)P(=O)(O)O
- HOMO-LUMO gap: 8.191 eV
- HOMO level: -0.2993 hartree
- E_tot: -52283.999 eV

natural (NBO) atomic charge list, values in e, 2 entries:
1. C -0.63
2. C -0.06